{
  "formula": "C16H12Co2NO7",
  "method": "wB97M-V/def2-TZVPD",
  "species": ["O", "C", "Co", "C", "O", "C", "O", "C", "C", "C", "C", "C", "C", "C", "C", "C", "Co", "C", "O", "C", "O", "C", "O", "H", "H", "H", "H", "H", "H", "H", "C", "N", "O", "H", "H", "H", "H", "H"],
  "xyz": [[-0.168395, 4.363283, 1.709477], [0.448130, 3.522405, 1.207092], [1.292524, 2.164903, 0.524560], [0.175083, 1.765225, -0.765464], [-0.629451, 1.516487, -1.561413], [2.740679, 2.886390, -0.160193], [3.667971, 3.404857, -0.620210], [1.054790, 0.896043, 2.092039], [-0.120515, 0.159391, 2.097586], [-1.420230, 0.353819, 2.510704], [-2.563552, -0.004256, 1.663575], [-3.750600, 0.760856, 1.723619], [-4.856763, 0.412918, 0.958453], [-4.793609, -0.683239, 0.086484], [-3.602923, -1.409865, -0.024618], [-2.496183, -1.076864, 0.757129], [1.220032, -0.620314, 1.172539], [2.859854, -0.364637, 0.533124], [3.941596, -0.274733, 0.138214], [0.632619, -1.209797, -0.424642], [0.415840, -1.657745, -1.467404], [1.406256, -2.120003, 2.100582], [1.519563, -3.092149, 2.715278], [1.612683, 1.170834, 2.995154], [-1.592084, 1.127130, 3.271669], [-3.762671, 1.652888, 2.355739], [-5.773136, 0.998619, 1.044299], [-5.666231, -0.962111, -0.506984], [-3.528359, -2.246122, -0.721950], [-1.555160, -1.622383, 0.645314], [-2.879469, -0.284289, 5.154908], [-1.776344, -1.129290, 4.766674], [-2.397583, -2.415607, 4.527892], [-2.495407, 0.720314, 5.351177], [-3.673124, -0.234845, 4.393824], [-3.296839, -0.704499, 6.076639], [-1.389489, -0.852388, 3.855706], [-1.694503, -3.042327, 4.772830]],
  "atomic_forces_ev_per_a": [[0.6, -0.6, -0.8], [-0.3, 0.0, 1.5], [-0.3, -1.7, 0.2], [-2.2, -0.8, -1.5], [1.1, 0.4, 0.8], [1.9, 0.7, 0.0], [-0.9, -0.4, 0.2], [-0.1, 3.0, 3.1], [-2.6, 1.9, 1.1], [1.5, 0.7, -1.7], [-0.2, -0.5, 0.4], [0.4, -0.3, 0.0], [0.1, -0.2, -0.2], [0.0, 0.1, 0.1], [0.1, 0.2, 0.2], [-0.3, 0.0, -0.2], [1.6, -2.1, -3.8], [2.1, 0.1, -0.2], [-1.4, -0.1, 0.4], [-0.7, -1.0, -2.1], [0.3, 0.8, 1.6], [0.2, -0.9, 1.3], [-0.2, 1.3, -1.0], [-0.1, 0.0, -0.3], [0.0, 0.0, -0.6], [-0.1, -0.3, -0.1], [0.2, -0.1, -0.1], [0.2, 0.1, 0.1], [-0.1, 0.2, 0.2], [-0.5, 0.1, 0.2], [-0.1, 0.0, 0.1], [0.1, -0.8, 0.6], [0.6, -0.4, 0.0], [-0.1, -0.1, 0.0], [0.1, 0.0, 0.1], [0.0, 0.2, -0.1], [-0.4, -0.1, 0.5], [-0.4, 0.3, -0.1]],
  "mulliken_charge": [-0.40, 0.15, 0.10, 0.10, -0.37, 0.21, -0.41, -0.45, -0.40, -0.45, 1.24, -0.40, -0.56, -0.45, -0.71, -0.20, 0.27, 0.38, -0.41, 0.05, -0.37, -0.06, -0.40, 0.45, 0.59, 0.39, 0.36, 0.35, 0.37, 0.22, -0.67, -0.40, -0.46, 0.29, 0.23, 0.32, 0.23, 0.31],
  "lumo_energy_ev": 2.6,
  "homo_lumo_gap_ha": 0.25031,
  "total_charge": -1,
  "homo_energy_ev": -4.17,
  "max_force_ev_per_a": 4.6
}

---

{
  "formula": "C21H6F4N5O4S2W",
  "method": "wB97M-V/def2-TZVPD",
  "species": ["W", "S", "C", "C", "C", "C", "C", "C", "C", "C", "C", "N", "H", "H", "H", "H", "H", "H", "O", "S", "O", "O", "O", "F", "C", "C", "F", "C", "C", "C", "F", "C", "C", "C", "N", "C", "N", "F", "C", "C", "N", "C", "N"],
  "xyz": [[-0.398718, 1.298535, 0.895438], [-1.500135, 4.218618, -2.157865], [-2.588441, 4.478357, -0.809529], [-2.282146, 3.734278, 0.264099], [-1.218028, 2.793782, -0.039047], [-0.669959, 3.033477, -1.340760], [0.639763, 2.462815, -1.629120], [1.359645, 2.626292, -2.790812], [2.638174, 2.075095, -2.874125], [3.153389, 1.391131, -1.788102], [2.374555, 1.241531, -0.651531], [1.144856, 1.767670, -0.563047], [-3.389738, 5.195304, -0.922904], [-2.829691, 3.752259, 1.195092], [0.945734, 3.190579, -3.616676], [3.223972, 2.197895, -3.776171], [4.151785, 0.976643, -1.806658], [2.739830, 0.703029, 0.210022], [2.878738, -1.189324, 3.424887], [1.600319, -0.293415, 3.267018], [0.486751, -1.285670, 3.898327], [-0.281694, 1.968419, 2.416313], [1.227399, -0.229056, 1.810069], [-1.891839, -2.327398, 3.591291], [-0.912331, -2.701870, 2.857600], [0.441058, -2.674585, 3.555141], [0.427878, -3.370687, 4.687733], [1.603307, -3.104769, 2.685754], [1.317106, -3.766885, 1.561462], [-0.003671, -3.589826, 0.951548], [-0.096113, -3.983764, -0.260583], [-1.032561, -2.814826, 1.496232], [-1.934066, -1.996160, 0.669809], [-1.189430, -1.331860, -0.345127], [-0.541556, -0.474466, -0.795058], [-2.315460, -0.799699, 1.272325], [-2.241784, 0.343155, 1.517902], [2.181163, -4.362949, 0.797549], [2.984998, -2.646216, 3.113623], [3.442585, -3.305543, 4.335332], [3.773542, -3.862523, 5.281339], [3.962808, -2.717674, 2.023093], [4.740225, -2.695117, 1.182001]],
  "atomic_forces_ev_per_a": [[0.1, 0.2, 0.5], [-0.1, 0.0, 0.0], [0.0, 0.1, -0.2], [0.2, -0.3, 0.1], [-0.2, 0.1, 0.1], [0.1, 0.1, 0.0], [0.0, 0.0, 0.0], [0.0, 0.0, 0.0], [0.0, 0.0, 0.0], [0.0, 0.0, 0.0], [-0.1, 0.0, 0.0], [0.1, -0.1, 0.1], [0.0, 0.0, 0.0], [0.0, 0.0, 0.0], [0.0, 0.0, 0.0], [0.0, 0.0, 0.0], [0.0, 0.0, 0.0], [0.0, 0.0, 0.0], [0.0, 0.0, -0.1], [-0.1, 0.2, -0.1], [0.0, -0.1, 0.0], [0.0, 0.0, -0.3], [-0.1, -0.1, 0.0], [0.0, 0.0, 0.0], [0.0, 0.0, 0.1], [0.0, 0.0, 0.0], [0.0, 0.0, 0.0], [0.0, 0.0, 0.0], [0.0, 0.0, 0.0], [0.0, 0.1, 0.0], [0.0, 0.0, 0.0], [0.0, 0.0, 0.0], [0.0, 0.0, -0.1], [0.1, 0.1, 0.0], [-0.1, -0.2, -0.1], [-0.1, -0.1, 0.0], [0.0, 0.1, 0.0], [0.0, 0.0, 0.0], [-0.1, 0.0, 0.0], [0.0, 0.0, 0.0], [0.0, 0.0, 0.0], [0.1, 0.0, 0.2], [-0.1, 0.0, -0.1]],
  "mulliken_charge": [1.63, -0.01, -0.41, -0.66, 0.91, -0.16, 1.18, -0.75, -0.44, -0.84, -0.03, -0.16, 0.51, 0.45, 0.43, 0.49, 0.46, 0.56, -0.27, 0.57, -0.28, -0.61, -0.50, -0.20, -0.32, 1.25, -0.25, -1.14, 0.65, 0.00, -0.19, 0.84, -0.13, 0.53, -0.58, 0.44, -0.62, -0.20, 2.45, -0.49, -0.23, -0.59, -0.30],
  "lumo_energy_ev": [-12.7, -12.7],
  "homo_lumo_gap_ha": [0.21732, 0.21756],
  "total_charge": 3,
  "homo_energy_ev": [-18.60, -18.60],
  "max_force_ev_per_a": 0.6
}

---

{
  "formula": "C30H26N3O4P2W",
  "method": "wB97M-V/def2-TZVPD",
  "species": ["W", "N", "P", "C", "C", "C", "C", "C", "C", "C", "C", "C", "C", "C", "C", "P", "C", "C", "C", "C", "C", "C", "C", "C", "C", "C", "C", "C", "H", "H", "H", "H", "H", "H", "H", "H", "H", "H", "H", "H", "H", "H", "H", "H", "H", "H", "H", "H", "H", "C", "C", "N", "C", "C", "N", "C", "O", "O", "C", "O", "O", "H", "H", "H", "H", "H"],
  "xyz": [[-0.010546, 0.979891, 0.385560], [-0.411057, -1.911613, -0.775852], [-0.937251, -1.192934, 0.696421], [-1.995268, -2.277161, 1.519250], [-1.916612, -2.557039, 2.894719], [-2.986846, -3.161802, 3.524873], [-4.086624, -3.527542, 2.755925], [-4.077391, -3.446854, 1.376990], [-3.056095, -2.754580, 0.736803], [-1.980287, 0.309638, 0.123692], [-2.764854, 0.999865, 1.103187], [-3.304562, 2.260619, 0.814114], [-2.954451, 3.030980, -0.311455], [-2.027866, 2.470352, -1.158455], [-1.647548, 1.084196, -1.098658], [1.109631, -1.008289, -1.155008], [2.237513, -2.436212, -0.967968], [2.139224, -3.296092, 0.153551], [3.127551, -4.230478, 0.440006], [4.197058, -4.380406, -0.451826], [4.238703, -3.647389, -1.619651], [3.239275, -2.721942, -1.920348], [0.859812, -0.839296, -2.900234], [1.544938, 0.191089, -3.576174], [1.182491, 0.534367, -4.887286], [0.326361, -0.337563, -5.588652], [-0.245461, -1.397178, -4.944943], [-0.081545, -1.580244, -3.591887], [-0.373908, -2.948873, -0.823417], [-1.013949, -2.320322, 3.437739], [-2.922466, -3.432696, 4.567007], [-4.966639, -3.976095, 3.252792], [-4.870069, -3.963225, 0.805603], [-3.015023, -2.620919, -0.322271], [-2.977820, 0.536266, 2.057661], [-4.012317, 2.692737, 1.557074], [-3.462843, 3.954711, -0.583212], [-1.552896, 3.056467, -1.915371], [-1.365132, 0.567720, -2.026503], [1.299200, -3.225511, 0.834024], [3.037256, -4.840733, 1.349163], [4.991689, -5.165109, -0.286547], [5.039015, -3.866820, -2.314499], [3.258123, -2.227450, -2.867884], [2.329602, 0.719627, -3.067939], [1.634065, 1.395649, -5.361817], [0.087597, -0.170397, -6.646773], [-0.966589, -2.095236, -5.470935], [-0.612614, -2.432223, -3.110663], [2.606557, 1.414690, 1.462495], [1.817683, 2.622161, 1.497635], [0.492746, 2.564696, 1.606129], [0.135973, 3.843126, 2.226871], [1.178232, 4.686119, 2.006186], [2.235936, 3.912434, 1.555176], [1.595596, 6.174521, 2.169319], [0.689036, 7.060296, 2.528557], [2.744606, 6.357967, 2.005854], [-1.091941, 4.079879, 3.030201], [-1.180367, 5.322121, 3.344856], [-1.845190, 3.087887, 3.144488], [1.868861, 0.563854, 1.225263], [3.035405, 1.160793, 2.447237], [3.394514, 1.479335, 0.717576], [3.175427, 4.323820, 1.522049], [-0.135646, 6.552349, 2.870183]],
  "atomic_forces_ev_per_a": [[1.4, 1.1, 1.5], [0.7, 1.5, 2.0], [-0.9, -0.7, -2.4], [-0.4, -0.3, 1.2], [0.1, 0.3, 0.0], [0.3, -0.2, -0.4], [-0.7, -0.8, 0.9], [-0.3, -0.1, -1.0], [-0.2, -0.4, 0.6], [-0.5, 0.3, -1.3], [0.3, 0.1, -0.1], [-0.9, 0.7, 1.2], [-0.1, -0.9, 0.1], [0.1, -0.5, -0.5], [0.1, -0.5, 1.1], [-1.7, -3.2, -0.8], [0.6, -0.2, 0.4], [0.4, 0.6, 0.4], [-0.3, -0.1, -0.1], [0.6, -1.2, 0.6], [-0.4, -0.1, -0.4], [0.3, 0.5, 0.7], [0.7, 1.7, -0.6], [-0.9, 0.1, -0.5], [0.3, -1.0, 0.3], [0.5, 1.4, -0.7], [-1.9, -1.5, -0.5], [-0.3, -1.8, 0.8], [0.0, 0.8, 0.1], [0.0, 0.2, 0.2], [-0.1, 0.2, 0.1], [0.7, 0.2, -0.3], [0.5, 0.7, 0.3], [-0.3, 0.0, -0.6], [0.0, 0.0, 0.1], [0.6, -0.4, -0.6], [0.4, 0.1, 0.5], [-0.2, 0.3, -0.8], [0.2, 0.2, 0.3], [0.0, 0.2, 0.2], [0.1, 0.2, -0.6], [-1.0, 1.1, 0.0], [-0.1, 0.2, -0.2], [0.1, 0.5, -0.4], [0.2, 0.5, 0.1], [0.0, -0.1, -0.1], [0.2, 0.1, 0.5], [1.1, 1.0, 0.5], [0.4, 0.9, -0.4], [0.3, -1.1, -0.7], [1.5, 3.2, -0.9], [-0.5, 0.0, 1.4], [-0.1, 0.0, -1.3], [0.2, -0.1, 0.1], [-0.4, -2.1, 0.3], [-2.7, -0.1, 1.5], [-0.2, -1.6, 0.0], [2.2, 0.5, -0.8], [-1.5, 2.1, -0.6], [0.0, -2.8, -0.2], [0.3, 0.5, 0.0], [1.1, -0.1, 0.3], [-0.3, 0.0, -0.3], [0.1, -0.4, -0.1], [-0.1, -0.1, 0.0], [0.6, 0.4, -0.3]],
  "mulliken_charge": [0.73, -0.25, 1.23, 0.40, -0.38, -0.74, -0.38, -0.84, -0.52, 0.34, -0.25, -0.51, -0.64, -0.79, -0.17, 0.83, 0.77, -0.30, -0.85, -0.38, -0.78, -0.58, 0.27, -0.65, -0.89, -0.41, -0.66, -0.01, 0.48, 0.45, 0.46, 0.42, 0.41, 0.47, 0.50, 0.35, 0.51, 0.60, 0.66, 0.30, 0.43, 0.37, 0.42, 0.46, 0.55, 0.49, 0.42, 0.38, 0.26, -0.60, 0.24, 0.10, -0.12, 0.48, -0.16, 0.56, -0.49, -0.50, 0.21, -0.80, -0.61, 0.04, 0.39, 0.39, 0.34, 0.51],
  "lumo_energy_ev": [-12.5, -12.1],
  "homo_lumo_gap_ha": [0.16096, 0.17820],
  "total_charge": 3,
  "homo_energy_ev": [-16.91, -16.95],
  "max_force_ev_per_a": 3.7,
  "spin_multiplicity": 3
}

---

{
  "formula": "C4H3Br",
  "method": "wB97M-V/def2-TZVPD",
  "species": ["C", "C", "C", "C", "Br", "H", "H", "H"],
  "xyz": [[1.497389, 0.189933, -0.362788], [4.082458, -0.142378, -1.456000], [0.225130, 0.884307, -0.215230], [0.820691, -0.366835, 0.531361], [4.454523, -0.189623, 0.215952], [0.261523, 1.896277, 0.093331], [-0.397111, 0.666617, -1.093560], [0.754012, -0.985037, 1.376971]],
  "atomic_forces_ev_per_a": [[1.9, 0.2, -1.5], [-1.2, 0.2, -2.3], [-0.3, -0.7, -2.2], [-0.1, -0.1, 1.0], [1.2, -0.2, 2.7], [-0.3, 0.8, 0.9], [-0.6, 0.3, 0.7], [-0.5, -0.6, 0.7]],
  "mulliken_charge": [0.08, -0.07, -0.48, -0.47, 0.15, 0.26, 0.18, 0.34],
  "lumo_energy_ev": [-0.5, -1.0],
  "homo_lumo_gap_ha": [0.30786, 0.25669],
  "homo_energy_ev": [-8.87, -7.98],
  "max_force_ev_per_a": 3.0
}